No. 1
The following is a quantum chemistry calculation of 3 unconnected molecules or ions with the total composition C29H49N4O10S at a distorted geometry, from the OMol25 dataset.

LUMO energy = -0.15408 Ha
Largest force on an atom = 2.0 eV/A
Total charge = +1
Gap between HOMO and LUMO = 6.86 eV

```
93
Properties=species:S:1:pos:R:3:forces:R:3
C 2.55695 -0.81711 2.70129 -0.50 -0.19 -1.44
C 3.70230 -1.27911 1.79380 0.31 0.39 1.50
O 3.28762 -2.00251 0.60612 0.35 0.37 -0.07
C 2.90156 -1.20399 -0.39611 -0.37 -0.16 0.61
C 1.54262 -0.97533 -0.60019 -0.62 -0.52 0.35
C 0.52059 -1.66301 0.28384 0.20 -0.54 -0.23
C -0.68688 -2.30130 -0.46482 -0.60 0.70 1.06
C -1.98831 -1.67136 0.11934 0.42 0.43 -0.82
C -3.15716 -1.66381 -0.87184 -0.60 -0.32 1.20
C -4.42696 -1.14296 -0.17510 -0.04 0.52 -0.14
C -4.41246 0.38690 0.07428 -0.90 0.19 0.57
C -5.44892 1.15880 -0.76910 0.81 -0.04 0.12
S -4.76129 1.55736 -2.42142 0.07 0.10 -0.19
C -4.08538 3.17116 -2.23406 -0.30 -0.21 0.32
N -4.61648 4.22145 -2.73337 -0.64 0.40 -0.45
N -3.81383 5.28495 -2.39770 -0.32 0.77 -0.38
C -2.85292 4.82156 -1.69898 -0.22 -0.07 -0.64
O -2.94052 3.48517 -1.56751 0.85 -0.73 0.74
C 1.17865 -0.11994 -1.61910 -0.29 0.24 -0.71
C -0.25520 0.25900 -1.91234 -1.54 0.59 0.60
O -0.91065 0.94381 -1.16832 1.12 -0.84 -0.59
O -0.81509 -0.25785 -3.06008 0.68 0.47 0.38
C 2.16045 0.44359 -2.43336 -1.17 0.02 0.01
C 3.44346 0.15403 -2.17916 1.70 0.55 -0.91
N 3.83928 -0.63545 -1.17532 -0.15 -0.36 0.88
C 5.27659 -0.91834 -0.94897 1.23 0.26 -0.86
C 6.21664 0.30246 -1.09850 0.40 -0.15 0.32
C 6.76203 0.88885 0.21480 -0.11 0.54 -0.43
C 5.79864 1.84529 0.96506 0.53 -0.22 0.30
N 4.86668 2.55630 0.08159 0.27 -0.60 0.20
H 2.03074 0.00034 2.19223 0.08 0.11 0.36
H 1.81842 -1.61678 2.77742 0.20 -0.03 0.48
H 2.91696 -0.48791 3.67369 0.03 -0.08 -0.08
H 4.29678 -0.39746 1.53405 0.00 -0.23 -0.30
H 4.35106 -1.93712 2.37518 -0.04 -0.25 -0.44
H 0.19721 -0.92996 1.03011 -0.24 -0.03 -0.22
H 0.99080 -2.45615 0.86542 0.28 0.20 -0.17
H -0.64995 -2.18985 -1.55200 0.09 0.04 0.13
H -0.71594 -3.37080 -0.24145 0.17 0.05 -0.26
H -2.21959 -2.14907 1.07720 -0.22 -0.13 -0.23
H -1.77241 -0.62384 0.35908 -0.04 -0.15 0.08
H -3.34138 -2.69377 -1.19783 0.07 0.20 -0.33
H -2.96113 -0.98561 -1.70652 0.22 -0.38 -0.13
H -4.59168 -1.62793 0.79285 0.19 -0.21 -0.20
H -5.31740 -1.36551 -0.77449 0.18 -0.12 -0.01
H -3.43127 0.85430 -0.04820 -0.03 -0.19 -0.08
H -4.70598 0.56623 1.11850 0.17 -0.05 -0.08
H -6.35424 0.56869 -0.93169 0.16 0.01 -0.19
H -5.77167 2.06947 -0.27063 0.06 0.04 -0.19
H -2.06676 5.43777 -1.29523 0.21 -0.51 0.27
H -0.39749 0.13897 -3.83833 -0.03 -0.28 -0.13
H 1.91048 1.09471 -3.26052 0.07 0.02 0.05
H 4.21847 0.57441 -2.80674 0.08 -0.14 0.17
H 5.57494 -1.64963 -1.70708 -0.31 0.01 0.05
H 5.47362 -1.39076 0.00763 -0.56 0.03 0.01
H 5.80301 1.12773 -1.68144 -0.13 -0.18 0.05
H 7.08454 -0.05422 -1.66130 -0.15 0.00 0.00
H 7.14365 0.09705 0.86882 -0.18 0.08 0.02
H 7.63739 1.48492 -0.06556 -0.07 -0.13 -0.03
H 5.30744 1.28801 1.77567 -0.14 0.21 -0.11
H 6.42398 2.58811 1.46741 -0.12 -0.08 0.00
H 4.65528 3.46511 0.47090 -0.22 -0.05 -0.07
H 4.01552 2.00736 0.02971 -0.20 0.41 -0.08
C -3.94463 8.78507 3.63861 0.02 -0.06 -0.29
C -4.32697 7.52149 4.37993 0.20 0.43 0.27
O -5.06984 6.62517 3.53899 -0.02 -0.15 0.06
C -4.34859 5.91499 2.67882 -0.11 0.18 0.03
O -3.14997 5.94293 2.55637 0.04 -0.07 -0.03
O -5.18456 5.16380 1.95783 0.01 -0.09 0.03
C -4.54063 4.40438 0.93880 0.08 -0.14 -0.04
H -4.82699 9.25007 3.19716 -0.03 0.04 0.13
H -3.46986 9.49584 4.31492 -0.03 -0.02 0.03
H -3.25196 8.56837 2.82559 0.06 -0.03 0.08
H -4.98499 7.76633 5.21183 -0.17 -0.16 -0.11
H -3.45318 7.01791 4.79360 0.01 -0.10 -0.17
H -3.72212 3.81043 1.34460 0.06 0.11 0.02
H -4.17885 5.06475 0.15472 -0.02 0.04 0.18
H -5.27960 3.73431 0.51738 -0.23 0.16 0.13
C 1.54733 -5.63905 -2.56583 -0.13 -0.15 -0.07
C 1.97915 -5.79308 -1.12002 0.17 0.27 -0.41
O 1.03497 -6.57234 -0.38167 0.06 0.13 0.20
C 1.12112 -7.89548 -0.56699 -0.15 -0.08 0.01
O 1.91685 -8.45691 -1.27087 0.07 0.04 -0.01
O 0.16681 -8.47433 0.15586 0.04 0.06 0.03
C 0.08877 -9.89499 -0.00500 -0.11 -0.31 0.05
H 0.52985 -5.24719 -2.61967 0.05 0.11 0.04
H 2.21764 -4.96203 -3.09810 0.01 0.01 0.02
H 1.54957 -6.59763 -3.08285 0.11 -0.01 0.04
H 2.00958 -4.81212 -0.64215 -0.17 -0.10 0.21
H 2.97840 -6.22276 -1.04342 -0.09 -0.17 0.00
H 1.05490 -10.36381 0.16811 0.03 0.07 -0.10
H -0.27832 -10.13803 -1.00095 0.12 0.00 -0.03
H -0.61931 -10.26151 0.73272 -0.03 0.20 0.04
```
Forces are in eV/Å.

***

No. 2
The following is a quantum chemistry calculation of 3 unconnected molecules or ions with the total composition C29H49N4O11PS2 at a distorted geometry, from the OMol25 dataset.

LUMO energy = -0.03844 Ha
SMILES string = COCN1C(=O)c2c(c(P(O)(O)=S)c(S(C)(=O)=O)c(CC(=O)O)c2N(C(C)=O)C(C)=O)C1=O.CCN(CC)CC.CCN(CC)CC
Largest force on an atom = 2.0 eV/A
Total charge = 0
Gap between HOMO and LUMO = 7.19 eV

```
96
Properties=species:S:1:pos:R:3:forces:R:3
C 2.83125 -1.23242 3.19027 0.30 -0.26 0.09
O 1.63168 -0.69329 3.69576 -0.22 0.34 0.24
C 0.86764 -0.05467 2.72423 0.81 -0.74 0.20
N 0.09858 -0.98340 1.89320 -0.34 0.07 -0.42
C 0.46157 -1.18088 0.55234 -0.90 0.50 -0.38
O 1.40440 -1.76650 0.13044 1.12 -0.05 0.05
C -0.65306 -0.57499 -0.26173 -0.16 0.12 -0.39
C -1.74597 -0.31989 0.54406 -0.08 -0.07 0.21
C -2.89751 0.30640 0.05518 -0.17 -0.69 -0.31
P -4.23262 0.69731 1.25952 -0.71 1.82 0.13
O -3.65343 0.63336 2.74558 0.67 -0.38 -0.43
O -5.23287 -0.53678 1.28137 0.36 -0.46 0.21
S -5.02177 2.42890 1.02831 0.14 -0.14 -0.17
C -2.93148 0.60111 -1.34642 0.44 -0.32 0.69
S -4.43284 1.26396 -2.15314 -0.61 0.64 -1.25
C -5.81999 0.33970 -1.52815 0.14 -0.20 -0.04
O -4.38116 0.89329 -3.54621 0.39 -0.67 0.03
O -4.57226 2.66678 -1.94284 0.17 0.15 0.61
C -1.79731 0.34847 -2.15983 0.15 0.03 -0.43
C -1.70520 0.66216 -3.64349 -0.69 0.33 1.09
C -1.71706 2.13242 -3.99535 -0.15 -0.32 -0.22
O -1.67183 2.45938 -5.13690 0.25 0.39 -0.87
O -1.70752 3.00554 -2.97542 0.30 -0.27 0.75
C -0.65178 -0.23838 -1.59639 0.12 -0.36 0.71
N 0.56974 -0.53031 -2.30306 -0.68 0.83 -1.14
C 1.39780 0.58095 -2.61860 0.54 -0.13 -0.21
C 2.85795 0.25673 -2.70677 -0.22 -0.27 0.23
O 0.99160 1.70388 -2.73771 -0.48 0.34 0.31
C 0.47630 -1.58393 -3.27144 0.42 0.04 0.48
C 1.11886 -1.40834 -4.61676 0.44 -0.10 0.34
O -0.11181 -2.57839 -2.97739 -0.72 -0.59 0.14
C -1.34071 -0.88945 1.89504 0.54 0.16 0.09
O -1.97383 -1.33081 2.79257 -0.62 -0.01 0.37
H 3.41110 -0.47673 2.65721 -0.01 0.10 -0.18
H 3.42972 -1.56793 4.02824 -0.03 0.01 0.26
H 2.66220 -2.09226 2.54582 -0.15 -0.02 -0.24
H 1.54616 0.49759 2.06698 -0.07 0.16 -0.16
H 0.20925 0.64299 3.22757 -0.31 -0.06 0.11
H -3.06601 1.39679 2.83631 -0.23 0.18 0.55
H -5.50023 -0.67669 2.20255 -0.16 -0.22 -0.06
H -5.46746 -0.58490 -1.08626 -0.09 -0.06 0.22
H -6.39570 0.08232 -2.40790 0.04 0.08 -0.31
H -6.42107 0.94187 -0.86598 0.10 0.05 0.35
H -2.51057 0.17143 -4.16476 -0.04 -0.08 -0.34
H -0.75757 0.34865 -4.03568 0.25 -0.31 -0.10
H -0.96468 3.60716 -3.11138 -0.26 0.35 -0.15
H 3.01351 -0.81533 -2.71259 0.32 -0.05 -0.06
H 3.32233 0.76699 -3.53909 0.07 0.01 -0.20
H 3.28667 0.65130 -1.78909 0.16 0.03 0.15
H 0.73589 -2.19354 -5.25205 -0.13 -0.02 -0.21
H 2.18970 -1.56382 -4.50271 0.14 -0.03 -0.13
H 0.96973 -0.42335 -5.04192 -0.09 0.16 -0.14
C 5.07650 -3.08283 -6.17365 0.01 -0.05 -0.03
C 6.03060 -3.21022 -4.99522 -0.04 -0.04 -0.16
N 5.34751 -3.29834 -3.71886 -0.08 0.13 0.18
C 6.22917 -3.12016 -2.57783 0.14 0.14 0.13
C 7.33075 -4.16061 -2.34234 -0.01 0.01 0.09
C 4.36667 -4.36521 -3.59879 -0.21 -0.11 -0.13
C 4.83506 -5.80647 -3.83560 -0.07 -0.03 0.08
H 4.38539 -2.25094 -6.02658 -0.01 -0.01 0.03
H 5.64121 -2.89544 -7.08740 0.01 0.00 0.00
H 4.49519 -3.99179 -6.33267 -0.02 0.01 0.00
H 6.66062 -2.31713 -4.97439 0.04 -0.02 0.12
H 6.70379 -4.06298 -5.17455 0.01 0.02 -0.03
H 5.61485 -3.04404 -1.67633 -0.08 -0.06 -0.04
H 6.70641 -2.14040 -2.68485 -0.01 -0.01 -0.10
H 6.93223 -5.09769 -1.95703 0.00 -0.03 -0.06
H 8.03502 -3.78316 -1.59838 0.00 0.02 -0.01
H 7.89731 -4.37119 -3.24965 -0.01 0.00 -0.02
H 3.55369 -4.15610 -4.29997 0.05 0.02 -0.05
H 3.90407 -4.29450 -2.61147 0.10 0.05 0.06
H 5.45371 -5.89677 -4.72944 0.00 0.02 -0.01
H 3.96657 -6.45315 -3.97332 -0.01 0.01 -0.01
H 5.39498 -6.20122 -2.98973 0.08 0.01 -0.04
C -1.63963 2.11885 5.63066 0.05 0.05 -0.04
C -2.31118 3.45012 5.31730 0.11 -0.10 0.07
N -3.75092 3.41286 5.47882 -0.11 0.04 -0.11
C -4.42641 4.56152 4.89798 -0.05 0.12 -0.23
C -4.15087 5.94799 5.49329 -0.07 0.00 0.01
C -4.22580 2.98313 6.78177 0.03 -0.21 0.20
C -3.76248 3.77121 8.01439 -0.11 -0.01 0.04
H -2.09097 1.30589 5.05743 -0.05 -0.03 0.06
H -0.57993 2.16954 5.37349 0.01 0.02 0.03
H -1.70204 1.86539 6.68884 -0.01 -0.04 -0.01
H -2.10211 3.69765 4.27157 -0.08 0.12 -0.01
H -1.83579 4.23838 5.92241 0.05 -0.01 -0.04
H -5.50330 4.37662 4.91669 0.01 -0.08 0.08
H -4.16043 4.58687 3.83643 0.05 -0.04 0.01
H -4.64151 6.08526 6.45599 0.06 -0.02 0.04
H -4.54338 6.71509 4.82309 0.00 -0.02 -0.02
H -3.08423 6.13843 5.61709 0.01 -0.01 0.01
H -3.93373 1.93846 6.91911 0.06 0.02 -0.04
H -5.31762 2.96293 6.75676 -0.01 0.10 -0.09
H -2.68987 3.96914 7.99740 0.01 -0.01 -0.02
H -3.97288 3.19334 8.91652 0.01 -0.01 -0.01
H -4.28449 4.72120 8.11554 0.07 0.05 -0.04
```
Forces are in eV/Å.

***

In the order shown, the computed calculated total energy values come out to -2503.7606; -3318.8290 Eh.